No. 1
ORCA calculation (ωB97M-V/def2-TZVPD) on a molecular structure, C30H44BrEuN3P2 in a non-equilibrium geometry.

Summary:
* Kohn-Sham gap (alpha / beta): 3.547 / 3.583 eV
* energy above the lowest of the compared OMol25 structures with the same formula, charge and spin: 0.0 kcal/mol
* LUMO level (alpha / beta): -8.5118 / -8.4758 eV
* calculated total energy: -5300.21424 Ha
* HOMO (alpha / beta): -0.4431 / -0.4431 Ha
* spin multiplicity: 8
* net charge: +2

Positions of all 81 atoms, in Å:
C1 -0.991 6.894 -3.760
C2 -1.218 5.533 -4.039
C3 -1.481 5.109 -5.359
C4 -1.537 6.102 -6.349
N1 -1.339 7.389 -6.074
C5 -1.072 7.792 -4.834
C6 -1.167 4.586 -2.973
C7 -1.083 3.730 -2.110
C8 -0.780 2.715 -1.151
C9 0.412 2.813 -0.425
C10 0.876 1.704 0.313
C11 0.159 0.522 0.223
C12 -1.116 0.431 -0.335
C13 -1.606 1.587 -1.012
Eu1 -0.937 0.314 2.449
P1 1.498 -1.208 1.225
H1 -1.645 4.067 -5.615
H2 -0.768 7.252 -2.759
H3 -1.753 5.827 -7.384
H4 -0.917 8.860 -4.660
H5 -2.599 1.624 -1.468
H6 0.978 3.740 -0.466
H7 -1.741 -0.474 -0.214
H8 1.749 1.810 0.953
C14 1.977 -2.806 2.071
C15 2.813 -3.822 1.294
H9 1.004 -3.240 2.359
H10 2.488 -2.499 2.999
H11 2.932 -4.719 1.913
H12 2.314 -4.156 0.377
H13 3.814 -3.452 1.037
C16 1.579 -1.688 -0.529
C17 2.590 -0.938 -1.389
H14 0.572 -1.485 -0.923
H15 1.727 -2.770 -0.594
H16 2.391 -1.204 -2.438
H17 2.469 0.154 -1.279
H18 3.631 -1.224 -1.178
C18 3.072 -0.313 1.610
C19 4.416 -1.047 1.609
H19 2.910 0.124 2.612
H20 3.116 0.522 0.904
H21 5.198 -0.306 1.832
H22 4.478 -1.827 2.379
H23 4.672 -1.484 0.634
Br1 -1.364 -2.387 3.075
P2 -2.888 -3.771 -1.774
C20 -1.041 -3.903 -1.711
C21 -0.644 -5.370 -1.909
H24 -0.682 -3.516 -0.744
H25 -0.622 -3.278 -2.514
H26 0.421 -5.462 -2.146
H27 -0.840 -5.958 -1.004
H28 -1.210 -5.814 -2.739
C22 -3.358 -3.578 0.002
C23 -4.765 -4.125 0.280
H29 -3.273 -2.523 0.302
H30 -2.614 -4.141 0.584
H31 -4.908 -4.237 1.360
H32 -5.545 -3.448 -0.088
H33 -4.909 -5.108 -0.185
C24 -3.151 -2.084 -2.487
C25 -3.385 -2.173 -3.998
H34 -2.297 -1.433 -2.251
H35 -4.046 -1.689 -1.986
H36 -3.784 -1.227 -4.375
H37 -2.454 -2.382 -4.537
H38 -4.109 -2.961 -4.233
N2 2.521 3.505 6.966
C26 1.880 2.723 6.061
C27 2.061 1.320 6.093
C28 1.263 0.538 5.273
N3 0.433 1.080 4.344
C29 0.298 2.433 4.283
C30 1.000 3.287 5.117
H39 3.106 3.118 7.695
H40 2.350 4.498 7.040
H41 2.767 0.887 6.802
H42 1.231 -0.549 5.333
H43 -0.410 2.809 3.528
H44 0.886 4.376 5.068


No. 2
ORCA calculation (ωB97M-V/def2-TZVPD) on a molecular structure, C26H25Cl4GeMoN5S3 in a non-equilibrium geometry.

Summary:
* Kohn-Sham gap (alpha / beta): 6.022 / 6.605 eV
* energy above the lowest of the compared OMol25 structures with the same formula, charge and spin: 54.5 kcal/mol
* LUMO level (alpha / beta): -4.8203 / -4.1956 eV
* calculated total energy: -6459.96282 Ha
* HOMO (alpha / beta): -0.3985 / -0.3969 Ha
* spin multiplicity: 2
* net charge: +1

Positions of all 65 atoms, in Å:
Mo1 -0.061 -0.796 -1.038
C1 0.811 -3.856 -0.870
N1 1.424 -2.494 -0.699
C2 1.945 -2.374 0.691
C3 0.788 -2.167 1.639
N2 0.046 -0.908 1.311
C4 0.796 0.233 1.910
C5 -1.299 -1.041 1.889
C6 -1.544 -0.805 3.232
C7 -2.823 -0.950 3.753
C8 -3.865 -1.360 2.937
C9 -3.611 -1.667 1.610
C10 -2.330 -1.526 1.086
S1 -2.019 -2.059 -0.565
C11 2.474 -2.394 -1.721
C12 3.806 -2.658 -1.460
C13 4.727 -2.660 -2.498
C14 4.318 -2.439 -3.802
C15 2.985 -2.177 -4.073
C16 2.079 -2.130 -3.029
S2 0.357 -1.739 -3.291
H1 1.581 -4.613 -0.699
H2 0.422 -3.974 -1.876
H3 -0.008 -4.000 -0.180
H4 2.631 -1.531 0.726
H5 2.486 -3.279 0.972
H6 1.165 -2.112 2.663
H7 0.093 -3.000 1.593
H8 0.877 0.131 2.994
H9 0.297 1.162 1.667
H10 1.801 0.260 1.508
H11 -0.746 -0.513 3.901
H12 -2.997 -0.737 4.800
H13 -4.867 -1.461 3.335
H14 -4.401 -2.029 0.962
H15 4.149 -2.850 -0.453
H16 5.771 -2.840 -2.277
H17 5.035 -2.457 -4.612
H18 2.661 -1.967 -5.084
N3 -1.666 4.020 -0.494
C17 -1.472 4.357 0.828
C18 -1.436 5.586 1.479
C19 -1.246 5.555 2.845
C20 -1.103 4.339 3.533
C21 -1.138 3.126 2.876
C22 -1.321 3.133 1.491
N4 -1.407 2.085 0.578
C23 -1.589 2.661 -0.573
C24 -1.855 1.949 -1.818
C25 -2.581 2.482 -2.835
S3 -2.989 1.290 -3.979
C26 -2.149 0.145 -3.073
N5 -1.559 0.600 -1.989
H19 -1.705 4.664 -1.264
H20 -1.551 6.518 0.941
H21 -1.210 6.483 3.400
H22 -0.963 4.357 4.606
H23 -1.043 2.197 3.420
H24 -2.950 3.490 -2.938
H25 -2.145 -0.892 -3.365
Cl1 1.367 3.124 -0.994
Ge1 1.819 1.019 -1.352
Cl2 2.855 1.195 -3.279
Cl3 3.641 0.757 -0.115
Cl4 0.443 -0.461 -4.884


No. 3
ORCA calculation (ωB97M-V/def2-TZVPD) on 4 unconnected molecules or ions with the total composition H8O4 in a non-equilibrium geometry.

Summary:
* Kohn-Sham gap: 11.199 eV
* energy above the lowest of the compared OMol25 structures with the same formula, charge and spin: 20.8 kcal/mol
* LUMO level: 0.5534 eV
* calculated total energy: -305.74611 Ha
* HOMO: -0.3912 Ha
* SMILES string: O.O.O.O
* net charge: 0

Positions of all 12 atoms, in Å:
O1 0.813 -0.391 2.591
H1 0.907 0.063 3.433
H2 -0.124 -0.219 2.521
O2 0.744 -1.442 -1.770
H3 0.648 -2.298 -1.318
H4 0.230 -1.612 -2.538
O3 -1.974 1.522 -1.347
H5 -2.237 2.237 -0.830
H6 -1.192 1.153 -0.900
O4 0.498 0.664 0.017
H7 0.954 0.112 -0.668
H8 0.735 0.206 0.810


- Among the records above, which one has the lowest energy above the lowest of the compared OMol25 structures with the same formula, charge and spin?
  C30H44BrEuN3P2


Please write out number 3 again, unchanged.
ORCA calculation (ωB97M-V/def2-TZVPD) on 4 unconnected molecules or ions with the total composition H8O4 in a non-equilibrium geometry.

Summary:
* Kohn-Sham gap: 11.199 eV
* energy above the lowest of the compared OMol25 structures with the same formula, charge and spin: 20.8 kcal/mol
* LUMO level: 0.5534 eV
* calculated total energy: -305.74611 Ha
* HOMO: -0.3912 Ha
* SMILES string: O.O.O.O
* net charge: 0

Positions of all 12 atoms, in Å:
O1 0.813 -0.391 2.591
H1 0.907 0.063 3.433
H2 -0.124 -0.219 2.521
O2 0.744 -1.442 -1.770
H3 0.648 -2.298 -1.318
H4 0.230 -1.612 -2.538
O3 -1.974 1.522 -1.347
H5 -2.237 2.237 -0.830
H6 -1.192 1.153 -0.900
O4 0.498 0.664 0.017
H7 0.954 0.112 -0.668
H8 0.735 0.206 0.810


- What is the net charge in the second record?
  +1


- The highest net charge belongs to which entry?
  C30H44BrEuN3P2